# 1
{
  "formula": "C16H17CuN2O",
  "method": "the ωB97M-V functional and the def2-TZVPD basis",
  "species": ["N", "C", "C", "H", "H", "H", "C", "H", "C", "H", "O", "H", "C", "H", "Cu", "C", "H", "C", "N", "H", "H", "C", "C", "C", "H", "C", "H", "H", "H", "C", "C", "C", "C", "H", "H", "C", "H"],
  "xyz": [[-1.879328, 3.598120, 0.042842], [2.014807, -0.960966, 0.180745], [-3.108684, 3.559336, 0.749946], [-2.576739, 6.163423, 0.103897], [-2.238486, 2.553941, 2.424088], [2.827630, -0.447939, 0.671307], [0.587854, -1.743218, -1.438388], [-6.352615, 4.453519, 0.454446], [-0.298693, 2.866173, -1.376593], [-0.834841, 5.457542, -3.378790], [-1.204965, 1.422747, 0.364576], [-4.374988, 2.446450, 3.672516], [-0.051959, 5.013449, -2.763605], [0.135989, -1.943917, -2.397405], [-0.088195, -0.154497, -0.064842], [-1.636805, 5.948967, -0.397640], [-6.431033, 3.410854, 2.693744], [-3.143575, 2.971240, 2.007719], [-1.660826, 4.587262, -0.916489], [0.607638, 4.432455, -3.402921], [-0.583133, -3.043234, -0.051929], [0.208466, -2.325219, -0.199008], [-4.343757, 2.912128, 2.696708], [1.704875, -0.900854, -1.201194], [-4.227236, 4.518444, -0.808000], [-5.498124, 3.452418, 2.147754], [-0.811857, 6.090306, 0.306745], [2.251793, -0.347895, -1.950152], [-1.524032, 6.635763, -1.232217], [-0.634686, 4.131962, -1.717284], [-1.106738, 2.490928, -0.252947], [1.091280, -1.840222, 0.799918], [-5.453495, 4.040947, 0.892620], [1.080844, -2.117584, 1.842551], [0.411153, 2.210247, -1.851896], [-4.263109, 4.088147, 0.184195], [0.530508, 5.821638, -2.317780]],
  "atomic_forces_ev_per_a": [[0.06, -0.06, 0.02], [0.03, -0.01, 0.02], [-0.14, 0.01, 0.04], [-0.01, -0.01, -0.01], [-0.01, 0.00, 0.02], [0.00, -0.01, 0.00], [-0.04, -0.03, -0.04], [0.00, 0.01, -0.01], [0.09, 0.01, -0.06], [0.01, 0.01, 0.00], [0.03, -0.10, -0.01], [0.01, 0.00, 0.00], [-0.01, 0.01, -0.02], [0.00, -0.01, 0.00], [-0.14, 0.15, 0.09], [0.07, 0.05, 0.04], [0.00, 0.00, 0.00], [0.08, 0.00, -0.01], [-0.04, 0.01, -0.05], [0.01, 0.00, 0.00], [0.00, 0.00, 0.00], [-0.03, -0.05, -0.03], [-0.03, 0.02, -0.01], [0.04, 0.05, -0.02], [0.00, 0.00, 0.00], [-0.01, 0.00, -0.01], [-0.01, -0.01, 0.00], [0.00, -0.01, 0.00], [-0.03, -0.01, -0.01], [-0.05, -0.05, 0.06], [-0.03, 0.02, -0.03], [0.05, 0.00, 0.04], [-0.01, -0.01, 0.03], [0.00, 0.00, 0.00], [0.01, 0.01, -0.01], [0.04, 0.00, -0.03], [0.01, 0.00, 0.00]],
  "mulliken_charge": [0.406, -0.438, 0.174, 0.400, 0.433, 0.421, -0.453, 0.371, -0.751, 0.360, -1.029, 0.361, -1.542, 0.429, 0.139, -1.133, 0.393, -0.322, -0.029, 0.366, 0.441, -0.474, -0.720, -0.562, 0.478, -0.385, 0.336, 0.501, 0.402, 0.616, 0.773, -0.504, -0.705, 0.436, 0.499, -0.013, 0.323],
  "e_tot_ev": -66534.044,
  "gap_ha": 0.2602,
  "e_homo_ha": -0.247
}



# 2
{
  "formula": "CH12NO4",
  "method": "the ωB97M-V functional and the def2-TZVPD basis",
  "species": ["H", "H", "H", "O", "O", "H", "H", "H", "H", "H", "H", "H", "C", "N", "O", "H", "H", "O"],
  "xyz": [[1.971823, 0.181768, -1.552524], [3.664089, -0.147586, -0.799150], [-2.596135, 0.047300, -3.858561], [-2.871154, -0.428520, -3.081636], [0.146605, -0.850934, -1.947695], [-1.261726, 0.328307, 0.926982], [0.996391, -0.330068, 0.677286], [2.726752, -0.500854, 1.147926], [-0.087626, -1.653555, -2.446996], [-0.758115, -0.548953, -1.802965], [-0.011410, 2.229196, 4.122885], [-0.412911, 0.340596, 2.188988], [2.593674, -0.018957, -0.688900], [2.044945, -0.308943, 0.419837], [-0.616821, 1.492086, 3.935764], [-0.505029, 0.961065, 4.737531], [-3.577462, -1.014523, -3.401846], [-0.388898, 0.102386, 1.251699]],
  "atomic_forces_ev_per_a": [[-0.02, 0.17, 0.05], [0.06, 0.40, 0.15], [0.16, 0.37, -0.49], [-0.30, -0.63, 0.32], [-0.74, -0.69, -0.28], [-0.18, -0.04, -0.27], [0.58, 0.46, -0.57], [-0.42, -0.24, 0.35], [0.64, 0.15, 0.06], [-0.14, 0.53, 0.11], [-0.34, -0.07, -0.35], [0.01, 0.29, 0.36], [-0.66, -0.71, -0.45], [0.73, -0.01, 0.29], [0.69, -0.03, 0.35], [-0.31, -0.10, -0.15], [0.30, 0.25, 0.26], [-0.04, -0.11, 0.26]],
  "mulliken_charge": [0.327, 0.283, 0.326, -0.640, -0.623, 0.306, 0.389, 0.265, 0.323, 0.297, 0.334, 0.326, -0.162, -0.099, -0.677, 0.335, 0.329, -0.639],
  "e_tot_ev": -10905.259,
  "relative_energy_ev": 0.5065,
  "charge": 1,
  "gap_ha": 0.3844,
  "e_homo_ha": -0.536
}